92
Properties=species:S:1:pos:R:3:lowdin_spin:R:1 method="wB97M-V/def2-TZVPD" s_squared=2.0359 total_charge=-1 gap_ha="0.175 / 0.250" spin_multiplicity=3 e_above_lowest_kcal_mol=0.00 mol_weight_da=1120.28
Ti 0.0773 0.3007 0.6196 1.0768
C -1.1189 4.7574 -5.4266 0.0001
O -0.5987 5.9040 -4.7859 0.0002
C 0.5746 5.7559 -4.1058 0.0007
C 1.3502 4.6030 -4.1269 0.0014
C 2.5142 4.5376 -3.3713 0.0023
C 2.9120 5.6170 -2.5961 0.0043
C 2.1638 6.7899 -2.6364 0.0022
C 0.9957 6.8574 -3.3664 0.0026
N 4.1237 5.6651 -1.8227 0.0131
N 4.4995 4.7287 -1.0988 0.0056
C 3.7091 3.5408 -0.9185 0.0453
C 4.3150 2.3365 -1.2236 0.0127
C 3.5990 1.1449 -1.1804 0.0438
C 2.2703 1.1464 -0.7695 0.0278
O 1.5213 0.0391 -0.6969 -0.0014
C 1.6881 2.3573 -0.3432 0.0540
N 0.3957 2.2455 0.1637 0.1219
C -0.2680 3.4106 0.4326 0.1918
C 0.3616 4.6329 0.3910 0.0324
C 1.7023 4.7465 0.0271 0.2463
C 2.3896 3.5770 -0.4099 0.0183
H -2.0813 5.0502 -5.8383 0.0000
H -1.2613 3.9368 -4.7187 0.0001
H -0.4678 4.4215 -6.2390 0.0000
H 1.0547 3.7403 -4.7060 0.0000
H 3.0953 3.6265 -3.3785 0.0009
H 2.5055 7.6415 -2.0611 -0.0001
H 0.3869 7.7519 -3.3754 0.0002
H 5.3477 2.3442 -1.5520 0.0008
H 4.0571 0.2051 -1.4615 0.0037
H -1.3038 3.3083 0.7244 0.0095
H -0.2069 5.5136 0.6617 -0.0036
H 2.2043 5.7022 0.0445 0.0148
N -10.1154 0.7554 0.6834 0.0033
C -8.9669 0.7046 0.6464 0.0010
C -7.5328 0.6413 0.6001 0.0065
C -6.8966 -0.0486 -0.4319 -0.0011
C -5.5187 -0.1153 -0.4733 0.0068
C -4.7421 0.5083 0.5120 0.0035
C -5.3932 1.2072 1.5363 0.0069
C -6.7720 1.2691 1.5853 -0.0011
C -3.3170 0.4293 0.4869 0.0267
C -2.0970 0.3751 0.5222 -0.0015
H -7.4924 -0.5317 -1.1951 -0.0002
H -5.0192 -0.6517 -1.2684 0.0004
H -4.7998 1.7037 2.2919 0.0003
H -7.2666 1.8053 2.3842 -0.0002
C -1.4929 -2.9531 0.7075 0.0017
S -0.4321 -2.0265 -0.4084 0.0044
C 1.0904 -2.9717 -0.2499 0.0029
H -0.9842 -3.0853 1.6602 0.0003
H -1.7400 -3.9214 0.2753 0.0001
H -2.3978 -2.3619 0.8433 -0.0002
H 0.9653 -3.9619 -0.6861 0.0001
H 1.3704 -3.0453 0.8006 0.0001
H 1.8504 -2.4090 -0.7850 -0.0001
F -0.9036 -2.9217 4.0516 0.0000
C -1.9379 -2.0695 4.1439 0.0001
C -1.6965 -0.7351 4.4198 0.0003
C -2.8141 0.0584 4.6143 0.0000
F -2.6956 1.3421 4.9765 0.0000
C -4.1019 -0.4294 4.4797 0.0001
F -5.1575 0.3622 4.6883 0.0001
C -4.2990 -1.7565 4.1444 0.0000
F -5.5317 -2.2374 4.0119 0.0000
C -3.2073 -2.5915 3.9875 0.0000
F -3.3911 -3.8845 3.7075 0.0000
Ge 0.2052 -0.1628 4.4306 0.0015
S 1.2304 -0.6904 2.6120 -0.0021
C 0.8635 -1.0742 6.0564 0.0000
C 1.8927 -1.9971 6.1151 0.0000
F 2.5929 -2.3145 5.0262 -0.0002
C 2.2466 -2.6286 7.2973 0.0000
F 3.2495 -3.5097 7.3280 0.0000
C 1.5544 -2.3434 8.4587 0.0000
F 1.8893 -2.9440 9.5995 0.0000
C 0.5118 -1.4340 8.4352 0.0000
F -0.1595 -1.1623 9.5571 0.0000
C 0.1884 -0.8240 7.2400 0.0000
F -0.8293 0.0530 7.2445 0.0001
C 0.2880 1.7743 4.7482 0.0007
C 1.0097 2.4159 5.7364 0.0002
F 1.7561 1.7168 6.6065 0.0000
C 0.9951 3.7915 5.8822 0.0001
F 1.6915 4.3827 6.8576 0.0000
C 0.2353 4.5601 5.0189 0.0001
F 0.1911 5.8818 5.1702 0.0001
C -0.4861 3.9540 4.0047 0.0008
F -1.2582 4.6937 3.2125 0.0017
C -0.4179 2.5798 3.8757 0.0014
F -1.1046 1.9888 2.8795 0.0056